(1)
Computed, not measured: C4H8O2 as an isolated structure at a distorted geometry, with ωB97M-V with the def2-TZVPD basis set.

Last column: Löwdin charge in e.
Element x y z (Å)
1 C -1.216 0.736 -1.523  -0.086
2 O 0.082 0.854 -0.980  -0.131
3 C 0.525 -0.259 -0.354  -0.310
4 C 1.639 -0.145 0.505  -0.125
5 C -0.866 -0.681 1.415  -0.122
6 O -1.486 -1.569 1.821  0.062
7 H -1.439 1.646 -2.081  0.093
8 H -1.302 -0.125 -2.199  0.094
9 H -1.941 0.619 -0.711  0.082
10 H 0.279 -1.188 -0.881  0.129
11 H 2.286 -1.035 0.502  0.092
12 H 2.217 0.774 0.473  0.084
13 H 1.063 0.202 1.706  0.046
14 H 0.159 0.170 2.307  0.095

Cartesian forces, eV/Å:
-0.3896 -0.0196 -0.0906
-0.0820 0.0900 0.3423
0.3625 -0.1365 0.1812
-0.1425 0.1217 -0.2974
-0.1241 -0.5038 0.2456
0.6737 0.9774 -0.4319
0.1403 -0.0662 0.0918
0.1138 0.0592 0.0881
-0.0034 0.0031 -0.0647
0.0489 0.1147 0.4299
-0.5103 0.3067 0.5998
-0.0950 0.0688 -0.3341
-0.0370 -0.7409 -0.0033
0.0448 -0.2744 -0.7565

Output
Kohn-Sham gap = 9.22 eV
Max |F| = 1.3 eV/Å
E = -307.524316 hartree
Multiplicity = 1
Energy relative to the best compared isomer or geometry (same formula, charge and spin) = 118.0 kcal/mol
LUMO = 0.925 eV

(2)
Computed, not measured: a 3-piece molecular cluster, C5H17N2O overall at a distorted geometry, with ωB97M-V with the def2-TZVPD basis set.

Last column: Löwdin charge in e.
Element x y z (Å)
1 C 1.601 0.527 0.849  -0.240
2 N 2.995 0.170 0.499  -0.042
3 C 3.455 0.710 -0.787  -0.097
4 C 0.457 0.167 -0.052  0.119
5 N -2.414 1.546 0.755  0.058
6 C -1.208 -1.750 -0.287  -0.082
7 C 0.275 -1.307 -0.308  -0.219
8 H 1.601 1.619 0.958  0.129
9 H 1.457 0.103 1.848  0.143
10 H 3.175 -0.871 0.504  0.150
11 H 3.397 1.802 -0.708  0.094
12 H 4.497 0.435 -0.963  0.097
13 H 2.818 0.387 -1.643  0.085
14 H 0.391 0.811 -1.006  0.176
15 H -1.516 1.109 0.376  0.017
16 H -2.369 1.404 1.794  0.082
17 H -2.424 2.508 0.538  0.026
18 H -1.328 -2.857 -0.418  0.111
19 H -1.664 -1.432 0.669  0.079
20 H -1.819 -1.194 -1.044  0.087
21 H 0.736 -1.575 -1.336  0.180
22 H 0.836 -1.916 0.446  0.130
23 H -5.085 -0.312 -0.421  0.048
24 H -3.724 0.364 0.004  -0.050
25 O -4.141 -0.448 -0.267  -0.081

Cartesian forces, eV/Å:
-0.3435 1.7822 2.4307
-0.7142 -2.0042 -1.4152
-0.5523 0.4100 -0.3298
4.0898 -2.6380 -3.8575
1.6972 -2.4923 1.1018
-1.3332 0.3085 -0.3597
0.1458 -0.1065 0.3790
0.0844 -0.1722 0.1036
-0.2706 -0.0030 -0.1293
-0.4826 1.4505 0.2427
0.0808 -0.1358 -0.1639
-0.2194 -0.0887 0.0775
0.7014 0.1230 0.3533
-1.1282 -0.4675 1.7683
-1.5992 0.9085 0.4819
-0.1749 0.4175 -1.3507
0.1704 1.3219 -0.1595
0.2674 1.1614 0.0830
0.2620 -0.5107 -0.3106
0.5679 -0.7234 0.3985
-0.7393 0.8692 1.1237
-0.4195 0.7183 -0.4213
0.4050 0.1833 0.1219
-0.0044 0.9191 0.3063
-0.4907 -1.2310 -0.4746

Output
Kohn-Sham gap = 6.01 eV
Max |F| = 6.2 eV/Å
E = -385.061377 hartree
Charge = +1
Multiplicity = 1
Energy relative to the best compared isomer or geometry (same formula, charge and spin) = 112.6 kcal/mol
LUMO = -7.690 eV

(3)
Computed, not measured: one molecule with the formula C6H8OS at a distorted geometry, with ωB97M-V with the def2-TZVPD basis set.

Last column: Löwdin charge in e.
Element x y z (Å)
1 C 1.809 -0.266 -0.041  -0.037
2 C 0.541 0.532 0.358  -0.549
3 C -0.569 0.214 -0.679  -0.024
4 C 0.138 0.180 1.754  -0.125
5 C 0.185 1.228 2.658  -0.404
6 S 0.736 2.756 2.031  1.000
7 C 0.919 2.006 0.411  -0.625
8 O 1.218 2.620 -0.603  0.026
9 H 1.514 -1.322 -0.147  0.086
10 H 2.553 -0.199 0.762  0.089
11 H 2.325 0.066 -0.989  0.108
12 H -0.784 -0.891 -0.699  0.101
13 H -0.286 0.540 -1.694  0.094
14 H -1.471 0.720 -0.361  0.081
15 H -0.201 -0.816 2.042  0.118
16 H -0.160 1.098 3.666  0.060

Cartesian forces, eV/Å:
0.6892 -0.0792 -0.2701
0.5498 -0.9070 -0.1051
0.1718 -0.3534 0.1607
-0.1695 1.9548 1.7799
-0.4134 -2.8123 -1.8014
0.1679 -0.1916 -0.3832
-0.2048 1.1501 -2.5131
-0.1382 -0.5674 1.7661
0.2225 0.3140 -0.0018
-0.1000 -0.0721 -0.1641
-0.9197 -0.1313 0.8906
0.3387 1.0606 0.1009
-0.0558 -0.0716 0.5102
-0.3788 0.1270 -0.1880
0.1024 0.3093 -0.1099
0.1378 0.2700 0.3284

Output
Kohn-Sham gap = 9.49 eV
SMILES = CC1(C)C=CSC1=O
Max |F| = 3.4 eV/Å
E = -706.837734 hartree
Multiplicity = 1
Energy relative to the best compared isomer or geometry (same formula, charge and spin) = 5.3 kcal/mol
LUMO = 0.746 eV